[1]
Below is a molecular structure, C69H42Cl4CsN7 in a non-equilibrium geometry, with properties calculated with wB97M-V/def2-TZVPD.

ORCA input file:
```
! RIJCOSX wB97M-V def2-TZVPD def2/J DEFGRID3
* xyz -2 1
Cs 0.25387 0.18028 -0.37989
Cl 6.31123 8.03028 -1.47631
C 5.23373 6.66403 -1.31301
C 4.10814 6.77634 -0.51981
C 3.25812 5.68656 -0.38568
C 3.51756 4.48361 -1.03604
C 4.66388 4.40829 -1.83756
C 5.52111 5.48528 -1.98231
C 2.68064 3.25532 -0.92154
C 2.73967 2.57239 0.31373
C 3.16388 3.14989 1.58258
C 3.24566 2.11934 2.45870
C 2.92220 0.91475 1.70060
C 3.11487 -0.40420 2.15163
C 3.72352 -0.58365 3.49193
C 4.96800 -0.03977 3.81285
C 5.53593 -0.22795 5.06382
C 4.84466 -0.96357 6.01151
Cl 5.55447 -1.21518 7.58906
C 3.60584 -1.51218 5.73026
C 3.05789 -1.32448 4.47086
C 2.90461 -1.56540 1.37819
N 2.28249 -1.60723 0.18778
C 2.47817 -2.83783 -0.32743
C 2.06164 -3.26944 -1.60024
C 2.47221 -4.64964 -1.99295
C 1.90408 -5.79957 -1.45341
C 2.33709 -7.06211 -1.83604
C 3.35418 -7.17407 -2.76593
Cl 3.91759 -8.76057 -3.23587
C 3.93924 -6.05078 -3.32624
C 3.48880 -4.79928 -2.93800
C 1.41666 -2.51905 -2.60372
C 0.90680 -3.10575 -3.83981
C 0.44641 -2.07565 -4.58697
C 0.70082 -0.86665 -3.81014
N 1.23438 -1.18509 -2.61479
C 0.65450 0.44386 -4.32691
C 1.13617 1.57733 -3.63922
C 1.35743 2.89205 -4.24085
C 1.98955 3.63356 -3.30656
C 2.10105 2.78823 -2.11843
N 1.54809 1.58315 -2.35502
C 0.31098 0.61594 -5.76170
C -0.95914 0.33109 -6.26006
C -1.25967 0.49103 -7.60445
C -0.27820 0.93726 -8.47069
Cl -0.66224 1.16911 -10.16059
C 1.00194 1.20728 -8.01839
C 1.28493 1.03743 -6.67271
C 3.26023 -3.64844 0.60296
C 3.51243 -2.85944 1.67328
N 2.56391 1.24696 0.44403
H 3.89075 7.71149 -0.02047
H 2.36192 5.78112 0.21478
H 4.87249 3.47818 -2.34991
H 6.40563 5.41728 -2.60157
H 3.34840 4.19482 1.77883
H 3.51014 2.16865 3.50448
H 5.50282 0.53169 3.06514
H 6.51118 0.17349 5.30506
H 3.07738 -2.07462 6.48891
H 2.09037 -1.74679 4.22679
H 1.10764 -5.70187 -0.72590
H 1.88717 -7.95387 -1.41969
H 4.73603 -6.16017 -4.04984
H 3.92916 -3.90860 -3.36844
H 0.90442 -4.15755 -4.08644
H -0.00180 -2.11636 -5.56754
H 1.08091 3.20376 -5.23505
H 2.31589 4.65942 -3.38374
H -1.73414 0.01138 -5.57484
H -2.25286 0.27557 -7.97580
H 1.76682 1.53903 -8.70786
H 2.28857 1.22205 -6.31296
H 3.57809 -4.66765 0.44383
H 4.09260 -3.10021 2.55167
C -0.03109 0.42777 5.22627
C -0.00279 0.58797 3.83302
N -0.59758 -0.23829 3.00381
C -1.27866 -1.27865 3.49869
C -1.39560 -1.51861 4.88823
C -0.73070 -0.62732 5.75141
C -2.16658 -2.61539 5.37291
C -2.81199 -3.44046 4.51339
C -2.70959 -3.24792 3.10474
C -3.35411 -4.09238 2.18159
C -3.18956 -3.87474 0.83833
C -2.37019 -2.81427 0.42473
N -1.76753 -2.00500 1.26317
C -1.93058 -2.19146 2.57746
H 0.48999 1.12310 5.87125
H 0.53227 1.41574 3.37800
H -0.78283 -0.79273 6.82200
H -2.23088 -2.77215 6.44393
H -3.40982 -4.26596 4.88342
H -3.97158 -4.90237 2.55378
H -3.67493 -4.50884 0.10809
H -2.20168 -2.61683 -0.62927
N -2.68612 1.35745 -0.38045
C -3.59438 1.92582 -1.02167
C -4.85087 2.49182 -0.36320
C -5.45106 3.67411 -0.80176
C -6.54538 4.21007 -0.13402
C -7.06922 3.56235 0.97575
C -6.47559 2.38804 1.42513
C -5.37107 1.86741 0.76851
C -3.54685 2.13110 -2.53169
C -4.64429 1.82167 -3.33664
C -4.57587 1.95976 -4.71744
C -3.41445 2.43438 -5.31134
C -2.31526 2.74003 -4.51818
C -2.37508 2.57236 -3.14227
H -5.04795 4.17912 -1.67184
H -6.99408 5.13650 -0.47814
H -7.92953 3.97259 1.49421
H -6.87646 1.88370 2.29873
H -4.86930 0.97339 1.12102
H -5.55583 1.46829 -2.86684
H -5.43414 1.70477 -5.33157
H -3.36101 2.55157 -6.38856
H -1.40004 3.10378 -4.97227
H -1.50780 2.77443 -2.52356
*
```

* frontier orbital gap: 0.159 Eh
* molar mass: 1243.86 g mol⁻¹



[2]
Below is a single C6F6N2 molecule in a non-equilibrium geometry, with properties calculated with wB97M-V/def2-TZVPD.

ORCA input file:
```
! RIJCOSX wB97M-V def2-TZVPD def2/J DEFGRID3
* xyz 0 1
N -2.12184 -0.90063 -0.88915
C -1.40543 -0.40327 -0.11698
C -0.34899 -0.02731 0.82672
C -0.40545 -0.83342 2.00420
N -0.55138 -1.72167 2.69437
C 0.67624 0.91045 0.55641
C 0.61725 1.76400 -0.65418
F 1.67517 2.57992 -0.82711
F -0.59454 2.43050 -0.70810
F 0.65377 0.91220 -1.78828
C 1.94878 0.71660 1.38156
F 2.24666 -0.58416 1.58247
F 1.92580 1.38440 2.53442
F 3.09243 1.18087 0.81213
*
```

* relative energy (zero: lowest compared OMol25 entry of this formula, charge and spin): 0.000 eV
* frontier orbital gap: 0.337 Eh
* molar mass: 214.07 g mol⁻¹



[3]
Below is a single C6H10 molecule in a non-equilibrium geometry, with properties calculated with wB97M-V/def2-TZVPD.

ORCA input file:
```
! RIJCOSX wB97M-V def2-TZVPD def2/J DEFGRID3
* xyz 0 1
C 2.00320 0.26406 0.09054
C 0.71567 -0.00329 -0.49922
C -0.03651 1.06423 -0.71898
C -1.30086 0.76913 -0.07486
C -1.46344 -0.71507 0.19089
C -0.07304 -1.26309 -0.18779
H 2.68259 -0.57622 0.00264
H 2.48199 1.24597 -0.06846
H 1.56824 0.28276 1.25123
H 0.26475 2.10218 -0.86854
H -0.98114 1.24583 1.01852
H -2.10970 1.35842 -0.48696
H -1.70968 -0.88009 1.24559
H -2.27872 -1.12599 -0.40601
H -0.11702 -1.87823 -1.09282
H 0.35365 -1.89059 0.60422
*
```

* relative energy (zero: lowest compared OMol25 entry of this formula, charge and spin): 2.100 eV
* frontier orbital gap: 0.336 Eh
* molar mass: 82.15 g mol⁻¹



[4]
Below is a molecular structure, C6H10, with properties calculated with wB97M-V/def2-TZVPD.

ORCA input file:
```
! RIJCOSX wB97M-V def2-TZVPD def2/J DEFGRID3
* xyz 0 1
C 1.92837 0.51779 -0.06866
C 0.72010 -0.20703 0.49431
C -1.17837 0.40833 1.35609
C -1.59357 -0.36865 0.12197
C -1.18781 0.28444 -1.15715
C -0.28459 -0.73970 -0.51145
H 2.61077 0.86716 0.71236
H 2.47599 -0.17757 -0.71816
H 1.62728 1.37472 -0.68140
H 0.99551 -0.96113 1.23591
H -1.09013 -0.30765 2.19407
H 0.08878 0.70712 1.09443
H -2.44556 -1.03972 0.18122
H -0.92473 1.34103 -1.12392
H -1.67298 -0.03929 -2.07376
H -0.06906 -1.65986 -1.05587
*
```

* relative energy (zero: lowest compared OMol25 entry of this formula, charge and spin): 4.864 eV
* frontier orbital gap: 0.313 Eh
* molar mass: 82.15 g mol⁻¹